[1]
C6H12O | ωB97M-V with the def2-TZVPD basis set

Output
HOMO-LUMO gap = 10.61 eV
energy above the lowest of the compared OMol25 structures with the same formula, charge and spin = 1.644 eV
F_max = 0.0144 Eh/bohr
lowest unoccupied orbital energy = 0.035 hartree
SMILES = CCC[C@H]1C[C@H]1O

Geometry as XYZ:
```
19
Properties=species:S:1:pos:R:3:forces:R:3
C -2.603 0.248 -0.184 -0.13 0.04 0.03
C -1.347 0.315 0.678 -0.06 0.04 0.11
C -0.167 0.603 -0.229 -0.15 0.08 -0.04
C 1.235 0.508 0.312 -0.07 -0.02 -0.32
C 1.701 -0.836 0.794 0.07 -0.23 -0.08
C 2.012 -0.418 -0.616 0.43 -0.13 -0.05
O 1.330 -1.094 -1.665 0.53 0.02 0.03
H -2.764 1.208 -0.687 -0.07 -0.13 0.06
H -2.479 -0.514 -0.965 -0.08 0.11 0.16
H -3.496 0.006 0.396 0.04 0.03 -0.06
H -1.189 -0.650 1.176 -0.02 0.14 -0.04
H -1.450 1.064 1.471 -0.02 -0.03 -0.08
H -0.265 1.566 -0.744 -0.19 0.05 0.18
H -0.191 -0.159 -1.018 -0.53 0.42 0.29
H 1.693 1.392 0.773 -0.08 -0.33 -0.50
H 0.938 -1.586 0.996 0.21 0.01 -0.31
H 2.547 -0.875 1.480 -0.23 0.07 -0.15
H 3.032 -0.184 -0.891 0.10 -0.01 0.24
H 1.231 -0.521 -2.445 0.25 -0.13 0.53
```
Forces are in eV/Å.

Results of the Mulliken charge analysis, in e, for atoms 1 through 2: -1.2346, -0.2056



[2]
C2H2NO2S | ωB97M-V with the def2-TZVPD basis set

Output
HOMO-LUMO gap = 7.87 eV
energy above the lowest of the compared OMol25 structures with the same formula, charge and spin = 2.488 eV
F_max = 0.0259 Eh/bohr
lowest unoccupied orbital energy = 0.150 hartree
net charge = -1

Geometry as XYZ:
```
8
Properties=species:S:1:pos:R:3:forces:R:3
C -0.372 0.295 2.116 -0.04 -0.13 0.11
C -0.080 0.550 0.973 0.03 0.35 0.26
N 0.390 0.826 -0.227 0.09 -0.77 -1.08
O 1.031 -0.403 -2.576 -0.17 -0.13 0.63
O -0.677 -1.585 -1.277 0.18 0.30 0.14
S 0.654 -0.966 -1.263 0.12 0.44 -0.49
H -0.659 -0.016 3.075 -0.18 -0.10 0.42
H -0.287 1.299 -0.820 -0.02 0.05 0.01
```
Forces are in eV/Å.

Results of the Mulliken charge analysis, in e, for atoms 1 through 2: -0.6949, 0.1617



[3]
C8H14Cl2 | ωB97M-V with the def2-TZVPD basis set

Output
HOMO-LUMO gap = 9.52 eV
energy above the lowest of the compared OMol25 structures with the same formula, charge and spin = 1.091 eV
F_max = 0.0952 Eh/bohr
lowest unoccupied orbital energy = 0.027 hartree
SMILES = CC(C)=C(Cl)C(C)(C)CCl

Geometry as XYZ:
```
24
Properties=species:S:1:pos:R:3:forces:R:3
C -1.696 -2.423 0.248 -0.18 -1.36 0.41
C -0.546 -1.489 0.041 0.31 4.26 -0.41
C 0.433 -1.855 -1.231 -2.09 -0.73 1.21
C -0.628 -0.161 0.616 0.33 -3.94 -2.89
Cl -2.038 0.245 1.590 0.28 -0.11 -0.12
C 0.277 1.030 0.264 -0.01 0.20 1.68
C 1.696 0.615 0.078 0.74 -0.82 -1.15
C 0.277 1.959 1.505 -0.53 -0.10 0.36
C -0.195 1.718 -0.977 0.23 -0.46 -1.92
Cl 0.668 3.293 -1.273 -0.13 -0.50 0.02
H -1.445 -3.402 0.767 0.13 0.93 -0.93
H -2.122 -2.641 -0.765 0.14 -0.01 0.96
H -2.458 -2.003 0.919 0.21 -0.03 -0.62
H -0.057 -2.734 -1.751 0.42 1.07 0.54
H 1.402 -2.211 -0.943 0.55 -0.09 0.49
H 0.596 -1.070 -1.972 -0.34 0.11 0.35
H 2.382 1.297 0.463 0.88 1.88 0.52
H 2.028 0.521 -0.978 -0.38 -0.72 0.69
H 1.889 -0.189 0.745 0.30 -1.51 -0.13
H -0.661 2.528 1.535 0.41 0.21 0.05
H 0.254 1.333 2.424 0.36 0.45 -0.54
H 1.162 2.605 1.498 -0.48 -0.03 0.06
H 0.009 1.049 -1.903 -0.53 1.26 1.54
H -1.230 1.983 -0.901 -0.61 0.06 -0.18
```
Forces are in eV/Å.

Results of the Mulliken charge analysis, in e, for atoms 1 through 2: -1.2957, 0.7169



[4]
C5H5N4OS | ωB97M-V with the def2-TZVPD basis set

Output
HOMO-LUMO gap = 7.27 eV
energy above the lowest of the compared OMol25 structures with the same formula, charge and spin = 3.315 eV
F_max = 0.0902 Eh/bohr
lowest unoccupied orbital energy = -0.219 hartree
net charge = +1

Geometry as XYZ:
```
16
Properties=species:S:1:pos:R:3:forces:R:3
C 3.870 1.253 -0.044 -0.51 -3.57 0.02
C 1.557 1.401 -0.369 2.99 0.45 0.90
C -0.919 0.047 -0.210 1.83 1.19 -0.41
C 2.267 -1.785 -0.242 -0.42 -0.77 0.54
C -1.603 -0.922 -0.010 0.65 1.16 -0.15
N 2.673 1.834 -0.193 -4.61 -0.12 -0.50
N 3.853 -0.052 0.043 3.15 1.60 0.11
N 2.754 -0.682 -0.157 -1.79 1.32 -0.47
N -4.313 -0.124 0.455 -1.97 -1.02 1.94
O 1.591 -2.712 -0.280 0.20 -0.25 -0.27
S -0.024 1.492 -0.748 -2.67 -1.14 -0.22
H 4.706 1.853 0.054 1.70 0.66 0.32
H -2.244 -1.726 0.209 -0.34 -0.50 0.12
H -4.332 0.882 0.501 0.13 0.44 -0.08
H -4.916 -0.398 1.330 1.48 0.50 -2.11
H -4.919 -0.361 -0.338 0.19 0.06 0.27
```
Forces are in eV/Å.

Results of the Mulliken charge analysis, in e, for atoms 1 through 2: -0.0964, 0.7129



[5]
C22H29N3O4S | ωB97M-V with the def2-TZVPD basis set

Output
HOMO-LUMO gap = 9.40 eV
energy above the lowest of the compared OMol25 structures with the same formula, charge and spin = 2.010 eV
F_max = 0.0195 Eh/bohr
lowest unoccupied orbital energy = 0.024 hartree
SMILES = C=CCN(CC=C)C(=O)C1CCN(S(=O)(=O)c2ccc(N3CCCC3=O)cc2)CC1

Geometry as XYZ:
```
59
Properties=species:S:1:pos:R:3:forces:R:3
C -4.841 -1.969 2.848 -0.04 -0.04 0.10
C -4.062 -1.176 2.138 -0.02 0.06 -0.16
C -4.276 -0.868 0.681 -0.21 0.20 0.16
N -3.043 -0.991 -0.069 -0.07 -0.54 0.12
C -2.570 -2.359 -0.190 0.31 -0.01 -0.06
C -3.298 -3.156 -1.233 0.11 0.01 0.17
C -4.086 -2.658 -2.167 -0.06 -0.05 -0.10
C -2.319 -0.013 -0.665 -0.22 0.33 -0.06
O -1.289 -0.283 -1.258 0.20 0.07 -0.22
C -2.849 1.419 -0.572 -0.05 0.12 -0.16
C -2.200 2.322 -1.631 0.19 -0.21 0.13
C -0.731 2.607 -1.323 0.07 -0.07 -0.80
N -0.596 3.133 0.017 0.72 0.66 0.22
S 0.889 3.809 0.354 -0.07 0.13 0.04
O 1.191 4.726 -0.706 0.03 -0.34 -0.20
O 0.832 4.305 1.698 0.02 -0.38 0.08
C 2.027 2.432 0.281 -0.48 0.58 -0.03
C 2.597 2.087 -0.929 0.05 0.06 -0.08
C 3.398 0.964 -1.016 0.03 -0.10 0.07
C 3.626 0.172 0.113 -0.32 0.31 0.10
N 4.444 -0.955 0.021 0.21 0.21 -0.19
C 5.348 -1.147 -1.101 0.18 -0.03 -0.27
C 6.308 -2.232 -0.613 -0.09 -0.04 -0.02
C 5.442 -3.040 0.344 0.11 0.01 0.03
C 4.437 -2.029 0.872 0.16 -0.47 0.15
O 3.745 -2.169 1.851 -0.16 -0.04 0.21
C 3.046 0.539 1.331 -0.03 -0.05 0.11
C 2.245 1.662 1.407 0.05 -0.01 0.06
C -1.097 2.235 1.030 -0.26 -0.21 0.64
C -2.593 2.028 0.815 0.17 -0.07 -0.07
H -4.665 -2.155 3.893 0.07 0.01 0.21
H -5.697 -2.458 2.413 -0.16 -0.11 -0.16
H -3.201 -0.700 2.589 0.11 0.05 0.12
H -5.009 -1.569 0.264 0.00 0.15 0.03
H -4.681 0.140 0.585 0.03 -0.08 -0.08
H -2.664 -2.851 0.784 0.03 0.03 -0.08
H -1.509 -2.318 -0.457 -0.16 -0.07 0.15
H -3.114 -4.221 -1.179 -0.04 -0.16 -0.08
H -4.568 -3.285 -2.896 -0.05 -0.17 -0.12
H -4.271 -1.599 -2.252 -0.02 0.24 0.06
H -3.926 1.402 -0.771 0.10 -0.02 0.06
H -2.265 1.848 -2.610 0.00 0.06 -0.01
H -2.747 3.266 -1.658 -0.03 0.01 -0.02
H -0.340 3.367 -2.000 -0.10 -0.11 -0.10
H -0.155 1.680 -1.441 -0.07 0.15 -0.01
H 2.417 2.713 -1.788 0.03 0.02 -0.16
H 3.828 0.701 -1.969 0.06 -0.04 -0.08
H 5.860 -0.213 -1.339 -0.08 -0.05 -0.03
H 4.793 -1.486 -1.984 0.06 0.09 0.00
H 6.707 -2.825 -1.434 0.03 0.04 -0.01
H 7.141 -1.780 -0.074 -0.01 0.02 -0.03
H 5.991 -3.499 1.163 -0.10 0.00 0.02
H 4.887 -3.824 -0.175 -0.04 -0.01 0.02
H 3.216 -0.065 2.206 0.01 0.00 0.01
H 1.802 1.967 2.342 -0.01 -0.03 0.16
H -0.904 2.707 1.994 -0.11 -0.19 0.03
H -0.576 1.265 0.990 -0.01 0.04 0.04
H -3.088 3.000 0.867 -0.04 -0.01 0.05
H -2.988 1.395 1.609 -0.03 0.01 0.05
```
Forces are in eV/Å.

Results of the Mulliken charge analysis, in e, for atoms 1 through 2: -0.8663, -0.0358



[6]
H4O2 | ωB97M-V with the def2-TZVPD basis set

Output
HOMO-LUMO gap = 11.75 eV
energy above the lowest of the compared OMol25 structures with the same formula, charge and spin = 0.186 eV
F_max = 0.0468 Eh/bohr
lowest unoccupied orbital energy = 0.026 hartree
SMILES = O.O

Geometry as XYZ:
```
6
Properties=species:S:1:pos:R:3:forces:R:3
O -1.390 -0.024 -0.053 -0.49 -0.90 -0.28
H -1.452 0.770 0.466 -0.15 0.57 0.33
H -2.266 -0.450 -0.011 0.63 0.34 0.02
O 1.528 0.081 -0.091 -1.20 -1.50 1.45
H 1.980 -0.497 0.550 0.73 0.54 -0.45
H 0.631 -0.278 0.149 0.47 0.96 -1.07
```
Forces are in eV/Å.

Results of the Mulliken charge analysis, in e, for atoms 1 through 2: -0.6716, 0.3226